No. 1
Computed, not measured: C9H38O10 as an isolated structure at a distorted geometry, with wB97M-V/def2-TZVPD.

Structure (ORCA input):
```
! RIJCOSX wB97M-V def2-TZVPD def2/J DEFGRID3
* xyz 0 1
O -2.00 -1.57 0.04
H -1.05 -1.51 0.20
H -2.15 -1.02 -0.73
O 2.89 1.66 1.35
H 2.36 0.90 1.55
H 2.71 2.28 2.06
O 3.55 2.25 -0.75
H 2.98 2.94 -1.10
H 3.17 2.02 0.09
O 1.23 1.17 -4.00
H 0.78 1.06 -4.84
H 0.83 1.96 -3.63
O -0.98 0.49 2.13
H -0.10 0.13 2.15
H -0.85 1.44 2.13
O 3.67 -1.08 -0.71
H 4.21 -1.80 -1.04
H 2.80 -1.48 -0.58
O 1.60 -2.11 -1.02
H 0.89 -2.36 -1.63
H 1.17 -1.54 -0.38
C -0.94 1.05 -0.78
C 0.33 0.20 -0.90
C 1.58 1.07 -0.81
O 0.28 -0.69 0.21
H -1.77 0.36 -0.87
H -1.03 1.90 -1.46
H -1.06 1.41 0.25
H 0.30 -0.32 -1.86
H 1.56 1.74 -1.67
H 2.51 0.51 -0.72
H 1.65 1.80 -0.01
H 0.18 -0.16 1.00
C 1.99 -1.50 1.44
C 1.82 -0.61 2.66
C 3.07 -0.33 3.49
O 1.05 0.47 2.33
H 0.97 -1.86 1.33
H 2.81 -2.20 1.58
H 2.26 -0.85 0.61
H 1.21 -1.29 3.25
H 3.81 0.30 2.99
H 3.51 -1.31 3.68
H 2.74 0.07 4.44
H 1.26 1.18 2.94
C -3.63 0.14 -0.85
C -5.01 -0.44 -0.89
C -5.69 -0.42 -2.26
O -4.98 -1.83 -0.51
H -3.60 1.23 -0.75
H -3.05 -0.27 -1.67
H -3.11 -0.09 0.08
H -5.55 0.15 -0.15
H -5.75 0.59 -2.68
H -6.75 -0.58 -2.04
H -5.17 -1.13 -2.90
H -5.50 -2.13 0.24
*
```

Summary:
- energy relative to the best compared isomer or geometry (same formula, charge and spin) (kcal per mole) = 301.7
- E (eV) = -30412.7229
- largest force on an atom (eV Å⁻¹) = 6.54

natural (NBO) atomic charge list, values in e, 2 entries: atom 1 (O): -0.959, atom 2 (H): 0.472


No. 2
Computed, not measured: a 10-piece molecular cluster, C9H39N18O10 overall at a distorted geometry, with wB97M-V/def2-TZVPD.

Structure (ORCA input):
```
! RIJCOSX wB97M-V def2-TZVPD def2/J DEFGRID3
* xyz 2 2
O -18.06 -27.52 -29.09
H -17.83 -27.45 -28.16
H -17.51 -28.21 -29.46
H -17.95 -26.72 -29.60
C -18.76 -24.66 -30.95
O -18.04 -25.25 -30.19
N -18.31 -23.61 -31.54
N -19.96 -25.02 -31.23
H -17.34 -23.37 -31.39
H -18.89 -23.24 -32.27
H -20.64 -24.29 -31.35
H -20.33 -25.69 -30.57
C -19.76 -30.16 -26.76
O -20.73 -30.19 -26.13
N -19.59 -30.00 -28.02
N -18.60 -30.34 -26.18
H -18.66 -30.16 -28.39
H -20.39 -29.80 -28.61
H -18.75 -30.75 -25.27
H -17.80 -30.53 -26.76
C -16.15 -27.85 -33.00
O -17.00 -27.57 -32.21
N -15.73 -27.11 -33.94
N -15.53 -29.01 -33.00
H -16.41 -26.38 -34.13
H -14.92 -27.16 -34.54
H -15.97 -29.78 -32.52
H -14.97 -29.21 -33.82
C -14.82 -24.43 -31.67
O -15.43 -23.33 -31.71
N -15.38 -25.41 -31.06
N -13.67 -24.63 -32.16
H -16.25 -25.24 -30.57
H -14.99 -26.33 -31.23
H -13.05 -25.43 -32.21
H -13.23 -23.78 -32.49
C -16.83 -30.77 -30.09
O -17.31 -29.88 -29.40
N -15.59 -31.14 -30.08
N -17.57 -31.36 -31.01
H -15.26 -31.82 -30.76
H -15.15 -30.60 -29.35
H -17.19 -32.11 -31.57
H -18.50 -31.04 -31.26
C -19.15 -23.30 -27.30
O -20.16 -23.93 -27.20
N -19.03 -22.09 -26.86
N -18.08 -23.85 -27.64
H -19.81 -21.58 -26.48
H -18.17 -21.68 -27.19
H -17.31 -23.26 -27.91
H -18.11 -24.86 -27.63
C -18.13 -26.58 -25.44
O -18.17 -26.65 -26.70
N -17.99 -25.44 -24.85
N -18.14 -27.60 -24.58
H -17.88 -24.67 -25.49
H -17.75 -25.32 -23.87
H -17.86 -27.51 -23.61
H -18.44 -28.49 -24.95
C -14.74 -25.22 -27.65
O -15.46 -26.16 -27.93
N -13.77 -24.72 -28.29
N -14.72 -24.75 -26.44
H -13.28 -23.91 -27.95
H -13.43 -25.16 -29.14
H -15.21 -25.38 -25.82
H -14.05 -24.08 -26.09
C -21.63 -26.66 -28.36
O -20.97 -26.94 -29.35
N -21.73 -27.41 -27.31
N -22.35 -25.62 -28.18
H -21.10 -28.20 -27.36
H -22.48 -27.35 -26.65
H -22.35 -25.01 -28.99
H -23.01 -25.60 -27.41
*
```

Summary:
- energy relative to the best compared isomer or geometry (same formula, charge and spin) (kcal per mole) = 23.5
- E (eV) = -57251.8300
- largest force on an atom (eV Å⁻¹) = 6.92
- <S²> = 0.757

Mulliken atomic charge list, values in e, 2 entries: atom 1 (O): 0.556, atom 2 (H): 0.356


No. 3
Computed, not measured: C9H3Cl5NOS4SbSn as an isolated structure at a distorted geometry, with wB97M-V/def2-TZVPD.

Structure (ORCA input):
```
! RIJCOSX wB97M-V def2-TZVPD def2/J DEFGRID3
* xyz 1 2
Sn -1.67 1.02 -1.73
S -0.48 0.26 -4.15
Sb -0.19 2.98 -4.62
S -1.42 3.61 -2.56
S 1.32 1.20 -3.83
Cl 5.20 -0.15 0.54
C 3.54 -0.33 0.16
C 2.76 0.81 0.21
Cl 3.38 2.39 0.50
C 1.43 0.68 -0.07
Cl 0.54 2.15 -0.39
C 0.86 -0.56 -0.62
O -0.40 -0.61 -0.98
C 1.69 -1.68 -0.64
Cl 1.21 -3.11 -1.47
C 3.02 -1.54 -0.29
Cl 4.10 -2.81 -0.65
S -2.53 -1.18 3.94
C -4.04 -0.74 3.22
C -3.84 -0.21 1.98
N -2.52 -0.14 1.58
C -1.72 -0.68 2.50
H -5.04 -0.93 3.69
H -4.59 0.16 1.27
H -0.62 -0.59 2.40
*
```

Summary:
- E (eV) = -131234.4650
- largest force on an atom (eV Å⁻¹) = 3.60
- <S²> = 0.783

natural (NBO) atomic charge list, values in e, 2 entries: atom 1 (Sn): 1.236, atom 2 (S): -0.356


No. 4
Computed, not measured: a 18-piece molecular cluster, C9H44NO21P overall at a distorted geometry, with wB97M-V/def2-TZVPD.

Structure (ORCA input):
```
! RIJCOSX wB97M-V def2-TZVPD def2/J DEFGRID3
* xyz 0 1
C 1.43 -0.55 1.49
C 0.16 -0.95 0.76
C -1.05 -0.73 1.24
C -1.35 -0.06 2.57
C -2.01 1.32 2.26
O -2.67 1.91 3.03
O -1.79 1.83 0.98
C -2.26 -1.14 0.41
O -3.26 -1.59 0.89
C -2.11 -0.88 -1.10
C -0.90 -1.12 -1.58
P -0.57 -0.79 -3.39
N -1.19 0.65 -3.67
C 0.17 -1.63 -0.61
O 0.92 -2.51 -0.92
H 1.36 0.51 1.81
H 1.72 -1.22 2.30
H 2.26 -0.57 0.76
H -0.42 0.20 3.10
H -2.02 -0.65 3.21
H -2.61 1.81 0.47
H -2.94 -0.50 -1.70
H -1.17 -1.76 -4.21
H 0.84 -0.65 -3.65
H -0.45 1.30 -3.96
O -4.67 -0.52 3.58
H -4.44 -1.02 2.79
H -4.37 0.38 3.38
O -0.05 -3.82 -4.66
H -0.33 -4.67 -4.31
H 0.83 -3.98 -5.02
O 2.58 -3.07 1.50
H 1.99 -3.55 0.92
H 3.42 -3.05 1.02
O -0.51 -2.41 3.78
H -1.17 -3.02 4.14
H 0.33 -2.79 4.04
O 2.79 -5.19 -0.18
H 2.85 -6.14 -0.02
H 1.88 -5.06 -0.48
O 5.39 -5.97 -1.41
H 4.56 -5.72 -0.99
H 5.43 -6.93 -1.32
O 2.90 -0.61 -4.04
H 2.84 -0.89 -4.96
H 3.82 -0.75 -3.81
O 4.47 -3.42 -3.27
H 4.61 -4.19 -2.71
H 3.54 -3.20 -3.16
O -5.13 3.24 4.61
H -5.40 2.36 4.91
H -4.25 3.11 4.23
O -7.35 4.80 2.98
H -8.05 4.40 3.50
H -6.55 4.31 3.24
O 1.72 2.50 1.38
H 2.12 2.66 0.52
H 0.80 2.74 1.26
O -6.74 7.51 1.92
H -7.01 6.63 2.22
H -5.86 7.38 1.55
O 2.86 4.79 2.97
H 2.98 5.55 2.38
H 2.60 4.07 2.39
O 0.82 1.93 -1.18
H -0.09 2.16 -0.95
H 0.72 1.19 -1.79
O 2.35 7.80 2.64
H 1.87 7.20 3.23
H 2.25 8.66 3.05
O 0.93 2.70 -4.44
H 1.16 2.14 -5.20
H 1.24 3.58 -4.70
O 4.57 -5.41 -5.68
H 4.15 -6.05 -5.10
H 4.51 -4.57 -5.21
*
```

Summary:
- energy relative to the best compared isomer or geometry (same formula, charge and spin) (kcal per mole) = 0.0
- E (eV) = -63821.0455
- largest force on an atom (eV Å⁻¹) = 2.62

Mulliken atomic charge list, values in e, 2 entries: atom 1 (C): -1.889, atom 2 (C): 1.604